Entry 1:
{
  "formula": "CH12O5",
  "method": "ωB97M-V/def2-TZVPD",
  "de_lowest_kj_mol": 40.69,
  "lumo_energy_ev": 0.5,
  "homo_energy_ev": -10.07,
  "max_force_ha_per_bohr": 0.038,
  "gap_ev": 10.6,
  "elements": ["C", "O", "H", "H", "H", "H", "O", "H", "H", "O", "H", "H", "O", "H", "H", "O", "H", "H"],
  "positions_angstrom": [[-1.731115, -1.148698, -0.709983], [-1.787817, -0.579517, 0.591987], [-2.451493, -0.645479, -1.360700], [-0.744925, -1.107357, -1.162381], [-2.187800, -2.134983, -0.622783], [-1.223014, 0.196668, 0.594957], [0.237203, -0.541918, 2.713972], [0.589155, -0.426088, 3.595640], [-0.546207, -1.057269, 2.703231], [1.095970, 0.770760, -2.481039], [1.557310, 0.232310, -1.809284], [1.680133, 0.739924, -3.252399], [-0.143782, 2.013721, -0.144585], [0.768959, 2.044569, 0.066985], [-0.079074, 1.795353, -1.099506], [1.838636, -0.645452, 0.012665], [1.021289, -1.120124, 0.131149], [2.188010, -0.519173, 0.899606]],
  "atomic_forces_ev_per_a": [[-1.5, 0.3, 0.3], [0.3, -0.4, 0.0], [0.3, 0.4, -0.3], [0.1, -0.3, -0.1], [0.7, -0.3, 0.0], [0.1, 0.5, 0.0], [1.6, 0.9, -0.6], [-0.4, -0.2, 0.3], [-1.2, -0.7, 0.3], [0.5, -0.4, 0.0], [-0.2, 0.2, 0.0], [-0.3, 0.1, 0.2], [-1.2, -0.4, -1.2], [1.4, 0.0, 0.7], [-0.3, 0.2, 0.5], [0.6, 0.2, -0.4], [-0.5, -0.2, 0.3], [-0.2, 0.0, 0.1]],
  "mulliken_charge": [-0.533, -0.488, 0.241, 0.186, 0.260, 0.346, -0.580, 0.277, 0.316, -0.645, 0.344, 0.302, -0.643, 0.289, 0.367, -0.645, 0.304, 0.303]
}



Entry 2:
{
  "formula": "C16H19N5O5S2",
  "method": "ωB97M-V/def2-TZVPD",
  "de_lowest_kj_mol": 5.34,
  "lumo_energy_ev": 0.2,
  "homo_energy_ev": -8.68,
  "max_force_ha_per_bohr": 0.021,
  "gap_ev": 8.9,
  "elements": ["N", "C", "C", "C", "O", "N", "C", "S", "C", "C", "O", "N", "C", "C", "C", "C", "C", "S", "O", "O", "N", "C", "C", "O", "C", "C", "C", "N", "H", "H", "H", "H", "H", "H", "H", "H", "H", "H", "H", "H", "H", "H", "H", "H", "H", "H", "H"],
  "positions_angstrom": [[0.047161, 1.814120, 3.999372], [0.219002, 2.893570, 3.209490], [-0.569949, 4.017679, 3.223490], [-0.339914, 5.089905, 2.315069], [-0.936489, 6.137843, 2.210911], [0.760037, 4.847974, 1.432731], [1.480887, 3.724372, 1.499046], [2.823910, 3.487600, 0.387767], [3.544760, 2.017672, 1.181763], [2.527296, 0.932559, 1.527352], [2.615012, 0.297670, 2.552442], [1.668116, 0.666998, 0.500954], [0.566584, -0.184346, 0.499089], [0.277077, -1.055853, 1.548211], [-0.846730, -1.861665, 1.494486], [-1.686068, -1.833530, 0.391776], [-1.376129, -0.986574, -0.654625], [-2.406353, -0.966414, -2.127993], [-2.190040, 0.284091, -2.792995], [-3.731311, -1.357313, -1.754047], [-1.832422, -2.145391, -3.144676], [-0.580227, -1.924720, -3.827419], [0.572028, -2.627926, -3.100956], [0.287668, -3.996482, -2.909845], [-0.886693, -4.179816, -2.147722], [-2.095030, -3.530087, -2.831896], [-0.274770, -0.160167, -0.613606], [1.257526, 2.768046, 2.329604], [0.768010, 1.111755, 3.975867], [-0.580095, 1.857169, 4.781243], [-1.384415, 4.121098, 3.919717], [0.971065, 5.577889, 0.763226], [4.280288, 1.629162, 0.475673], [4.048463, 2.328469, 2.096342], [1.720673, 1.286613, -0.298857], [0.933699, -1.089941, 2.401111], [-1.067096, -2.519076, 2.321421], [-2.576680, -2.438001, 0.334449], [-0.426024, -0.848067, -3.883479], [-0.668295, -2.330393, -4.841620], [1.484606, -2.591767, -3.698203], [0.753267, -2.147572, -2.126201], [-1.024745, -5.258987, -2.065348], [-0.745537, -3.751774, -1.143100], [-2.979725, -3.557491, -2.197394], [-2.306219, -4.056489, -3.769611], [-0.096177, 0.507585, -1.443013]],
  "atomic_forces_ev_per_a": [[0.0, -0.1, 0.1], [-0.2, 0.6, -0.3], [-0.1, -0.2, 0.2], [0.2, -0.2, -0.1], [-0.2, 0.3, 0.0], [0.0, 0.2, -0.2], [0.1, -0.4, 0.3], [0.3, 0.1, -0.3], [-0.1, 0.4, 0.2], [0.4, -0.1, -0.4], [0.1, -0.3, 0.2], [0.1, 0.0, -0.5], [-0.3, -0.3, 0.0], [0.1, 0.0, 0.1], [-0.1, 0.0, -0.2], [-0.1, -0.1, 0.1], [-0.4, 0.1, -0.4], [0.0, -0.2, -0.3], [0.3, 0.0, 0.1], [0.1, -0.2, 0.2], [-0.5, 0.8, 0.5], [0.7, 0.1, 0.0], [0.0, 0.2, -0.1], [0.0, -0.2, -0.2], [-0.3, 0.0, 0.0], [0.1, -0.6, 0.3], [0.1, 0.1, 0.1], [0.0, 0.3, 0.1], [0.0, 0.0, 0.0], [0.0, 0.0, 0.0], [-0.1, 0.0, 0.1], [-0.1, -0.1, 0.1], [0.0, 0.0, 0.0], [-0.1, -0.2, 0.0], [0.0, 0.0, 0.2], [0.0, 0.0, 0.0], [0.0, -0.1, 0.1], [-0.1, -0.1, 0.1], [0.2, 0.0, -0.2], [0.0, 0.1, 0.1], [0.0, 0.1, 0.1], [0.0, -0.1, -0.1], [-0.1, 0.1, 0.1], [0.0, -0.1, -0.1], [0.0, -0.2, -0.1], [0.0, 0.0, 0.1], [0.1, 0.1, -0.1]],
  "mulliken_charge": [-0.330, 0.728, -0.843, 0.220, -0.665, -0.079, 0.231, -0.216, -0.865, 0.449, -0.680, 0.094, 0.396, -0.277, -0.879, -0.480, -0.069, 1.242, -0.719, -0.733, 0.044, -0.720, -0.228, -0.439, -0.271, -0.700, -0.705, -0.110, 0.227, 0.213, 0.346, 0.231, 0.418, 0.401, 0.210, 0.642, 0.412, 0.560, 0.379, 0.343, 0.367, 0.155, 0.367, 0.175, 0.372, 0.324, 0.463]
}



Entry 3:
{
  "formula": "C15H15MoNO2",
  "method": "ωB97M-V/def2-TZVPD",
  "multiplicity": 3,
  "de_lowest_kj_mol": 361.57,
  "lumo_energy_ev": [-0.6, -1.0],
  "homo_energy_ev": [-7.88, -8.76],
  "max_force_ha_per_bohr": 0.064,
  "gap_ev": [7.3, 7.8],
  "s2": 2.03,
  "elements": ["C", "C", "C", "C", "C", "Mo", "C", "C", "C", "N", "H", "H", "H", "H", "H", "H", "H", "H", "H", "H", "O", "C", "O", "C", "C", "C", "C", "C", "C", "H", "H", "H", "H", "H"],
  "positions_angstrom": [[0.002257, -1.365045, -3.507152], [-1.205207, -1.096162, -2.770514], [-1.151548, -1.830710, -1.533522], [0.105252, -2.525473, -1.493985], [0.798250, -2.274608, -2.727104], [0.583763, -0.293528, -1.611794], [-1.761411, 2.246012, -2.916329], [-1.151101, 2.829157, -3.942458], [-0.009110, 3.296071, -4.420399], [2.294701, -0.085164, -1.759929], [-1.950845, -1.924618, -0.801779], [-2.041307, -0.506221, -3.120135], [0.405621, -3.247493, -0.744460], [1.722313, -2.750599, -3.034113], [0.243612, -0.978222, -4.491722], [-2.735580, 1.761948, -3.006331], [3.226236, 0.270815, -1.579832], [-1.327763, 2.288013, -1.900599], [0.040141, 4.002539, -5.258423], [0.935236, 2.954302, -3.967906], [-0.634864, 0.897969, 0.895652], [0.059972, 0.037463, 1.492203], [0.779048, -0.905324, 0.997546], [0.116467, 0.023789, 3.018456], [0.764462, -1.062232, 3.632429], [0.881652, -1.154869, 5.019646], [0.345990, -0.144955, 5.835512], [-0.302498, 0.950916, 5.240803], [-0.419771, 1.032507, 3.842227], [1.190396, -1.835164, 2.992903], [1.396343, -2.016415, 5.448741], [0.436470, -0.216402, 6.920813], [-0.713599, 1.741494, 5.874362], [-0.923581, 1.880218, 3.377196]],
  "atomic_forces_ev_per_a": [[-0.2, -0.3, 0.5], [-0.7, -1.0, 0.2], [-0.1, -0.3, -1.2], [-0.7, -0.4, -1.1], [-1.3, -0.3, 0.1], [2.3, -0.5, 2.3], [-0.5, 0.2, -0.1], [1.2, -0.3, 1.4], [-0.2, 0.1, -0.7], [-0.6, 2.3, 0.8], [0.4, 0.3, -0.1], [0.2, -0.1, 0.1], [0.1, 0.5, 0.1], [0.0, 0.4, 0.2], [0.0, 0.0, 0.3], [0.6, -0.6, -0.2], [0.3, -0.8, -0.4], [-0.8, 1.0, -0.3], [0.0, 0.4, 1.0], [-0.3, -0.7, -1.0], [0.9, -0.9, -0.8], [0.5, -0.7, 0.8], [-1.0, 1.7, -1.6], [-0.1, 0.1, 0.8], [0.0, 0.1, 0.1], [-0.3, 0.4, -0.1], [0.0, 0.0, -0.5], [0.2, -0.4, -0.2], [0.2, -0.3, -0.1], [-0.1, 0.3, 0.2], [-0.2, 0.3, 0.0], [0.0, 0.1, -0.3], [0.1, -0.3, -0.3], [0.1, -0.2, 0.1]],
  "mulliken_charge": [-0.533, -0.509, -0.407, -0.095, -0.587, 0.926, -0.810, 0.514, -0.683, -0.646, 0.429, 0.559, 0.391, 0.400, 0.409, 0.293, 0.192, 0.265, 0.237, 0.209, -0.734, 0.809, -0.668, 0.149, -0.367, -0.502, -0.323, -0.502, -0.156, 0.304, 0.356, 0.360, 0.351, 0.368]
}



Entry 4:
{
  "formula": "C6H6O",
  "method": "ωB97M-V/def2-TZVPD",
  "de_lowest_kj_mol": 673.58,
  "lumo_energy_ev": [-1.2, -1.6],
  "homo_energy_ev": [-9.24, -8.39],
  "max_force_ha_per_bohr": 0.022,
  "gap_ev": [8.0, 6.7],
  "elements": ["C", "C", "C", "C", "C", "C", "O", "H", "H", "H", "H", "H", "H"],
  "positions_angstrom": [[0.436447, -1.161613, 0.129888], [0.965357, 0.121775, -0.018303], [-0.469626, 0.893904, -0.545770], [2.046353, 0.805012, 0.306129], [-1.505275, -0.233295, -0.105526], [-2.550361, -0.760176, 0.227442], [-0.644278, 2.046483, -0.086347], [-0.410387, 0.744357, -1.644112], [0.226930, -1.775823, -0.738254], [0.369019, -1.649640, 1.094607], [2.040265, 1.880937, 0.177783], [2.945009, 0.335934, 0.685674], [-3.449453, -1.247855, 0.516790]],
  "atomic_forces_ev_per_a": [[0.6, 0.0, -0.1], [0.1, -0.2, 0.2], [-0.9, -0.7, 0.0], [-0.3, 0.2, -0.1], [-0.7, 0.7, 0.1], [0.7, 0.3, -0.2], [0.4, -0.3, 0.1], [0.3, 0.0, 0.1], [0.0, 0.1, 0.0], [-0.2, 0.1, 0.0], [0.0, 0.0, 0.1], [0.0, -0.1, -0.1], [0.0, -0.1, 0.0]],
  "mulliken_charge": [-0.426, 0.249, 0.370, -0.827, -0.556, -0.140, -0.558, 0.271, 0.313, 0.308, 0.270, 0.293, 0.433]
}



Entry 5:
{
  "formula": "C7H13O4P",
  "method": "ωB97M-V/def2-TZVPD",
  "de_lowest_kj_mol": 0.00,
  "lumo_energy_ev": 6.3,
  "homo_energy_ev": -0.77,
  "max_force_ha_per_bohr": 0.075,
  "gap_ev": 7.1,
  "charge": -2,
  "elements": ["C", "C", "C", "C", "C", "O", "O", "P", "O", "O", "C", "C", "H", "H", "H", "H", "H", "H", "H", "H", "H", "H", "H", "H", "H"],
  "positions_angstrom": [[-2.888036, 1.178882, 0.561658], [-1.393515, 1.079801, 0.719613], [-0.686212, 0.119022, -0.196234], [-0.723067, 0.478892, -1.627611], [-1.191574, -1.354085, 0.038862], [-1.354200, -1.731853, 1.223970], [-1.209356, -2.075462, -1.030336], [1.010535, 0.452699, 0.541759], [1.565489, 1.561645, -0.312315], [1.069834, 0.803018, 1.985284], [1.946202, -1.141893, 0.008845], [3.405365, -1.033442, 0.074231], [-3.328394, 1.261503, -0.340023], [-3.387259, 1.925851, 1.107639], [-3.349451, 0.263498, 1.033119], [-1.216405, 0.857598, 1.794547], [-0.876973, 2.028097, 0.462595], [-0.274834, 1.451270, -1.884838], [-1.758417, 0.189159, -1.887575], [-0.075493, -0.170395, -2.139859], [1.519188, -2.045235, 0.407946], [1.723491, -1.254954, -1.140735], [3.757333, -0.330484, -0.652699], [3.735154, -0.518119, 0.945499], [3.980593, -1.995019, 0.306659]],
  "atomic_forces_ev_per_a": [[0.0, -2.4, 3.0], [-0.6, 1.5, 0.3], [0.5, -1.1, 2.8], [-0.6, 0.4, -0.3], [1.5, -0.9, -1.2], [-0.4, 0.2, -0.5], [-0.6, 0.7, 1.5], [1.3, -0.7, -1.8], [0.5, 0.3, -0.9], [-0.1, -1.0, 1.1], [-2.1, 0.5, -2.5], [1.9, -0.8, 1.9], [-0.9, 0.1, -3.7], [-0.1, 1.6, 1.2], [0.5, 0.4, -0.6], [0.2, 0.1, -0.9], [-0.6, 0.1, 0.5], [-1.0, 0.2, 0.4], [0.4, 0.8, -0.9], [0.6, -1.3, -0.8], [-0.2, -0.3, 0.6], [-0.1, 0.3, 2.0], [0.7, -0.3, -1.1], [-0.1, 0.8, 1.4], [-0.6, 0.8, -1.5]],
  "mulliken_charge": [-1.652, -1.189, 1.888, -1.981, 0.200, -0.726, -0.781, 0.987, -0.891, -0.878, -0.470, -1.287, 0.458, 0.480, 0.289, 0.311, 0.470, 0.308, 0.466, 0.414, 0.460, 0.137, 0.305, 0.361, 0.319]
}



Entry 6:
{
  "formula": "C2H7N",
  "method": "ωB97M-V/def2-TZVPD",
  "de_lowest_kj_mol": 63.44,
  "lumo_energy_ev": 1.2,
  "homo_energy_ev": -9.37,
  "max_force_ha_per_bohr": 0.074,
  "gap_ev": 10.5,
  "elements": ["C", "C", "N", "H", "H", "H", "H", "H", "H", "H"],
  "positions_angstrom": [[-1.083391, -0.306472, -0.100588], [0.143469, 0.525000, 0.028990], [1.290558, -0.388928, -0.180986], [-1.939603, 0.453721, -0.020817], [-1.199404, -0.847567, -1.038991], [-1.263313, -1.102177, 0.659527], [0.158089, 1.407320, -0.702376], [0.144777, 0.934026, 1.012025], [1.598428, -0.885695, 0.796636], [2.150393, 0.210774, -0.453424]],
  "atomic_forces_ev_per_a": [[-2.9, 0.7, 0.1], [0.8, -0.5, -0.9], [3.2, 0.4, 1.9], [0.7, -1.3, -0.1], [0.3, 0.4, -0.3], [0.5, 0.8, -0.1], [0.1, -1.5, 0.8], [0.1, 0.7, 0.9], [-1.1, 1.7, -3.1], [-1.7, -1.4, 0.7]],
  "mulliken_charge": [-1.040, -0.199, -0.646, 0.284, 0.314, 0.273, 0.303, 0.229, 0.238, 0.244]
}